The following is a quantum chemistry calculation of a molecular structure, C38H47AsCl5IrO7P2, from the Open Molecules 2025 dataset.

Values from the calculation:
Charge: +2
Multiplicity: 5
E_tot (a.u.): -7326.315471
Gap between HOMO and LUMO (alpha / beta) (eV): 8.4 / 5.1
LUMO energy (alpha / beta) (Eh): -0.152 / -0.276

Positions of all 101 atoms, in Å:
Ir 0.267991 0.382602 0.431867
C 5.237234 0.554172 3.598432
C 5.136349 -0.150731 2.266740
C 5.886735 -1.464898 2.227213
O 3.714042 -0.302760 1.895553
P 2.665284 -1.395566 2.273491
O 1.264405 -0.879078 2.238173
C 2.840931 -2.727008 1.057289
P 1.887588 -2.329689 -0.422944
O 1.754910 -0.834768 -0.582807
O 2.529410 -3.015231 -1.666096
C 3.787217 -2.735506 -2.387965
C 4.822400 -3.740070 -1.934431
C 4.225690 -1.293821 -2.256111
O 0.458268 -2.926473 -0.292845
C -0.047588 -4.285979 -0.024552
C -0.304664 -4.424120 1.462406
C 0.857501 -5.360689 -0.583586
O 3.090937 -1.972079 3.662143
C 2.219046 -2.913867 4.394438
C 3.032318 -4.160821 4.657748
C 1.746099 -2.215156 5.646884
H 6.284696 0.768018 3.811010
H 4.838039 -0.062687 4.402586
H 4.699874 1.500292 3.565170
H 5.499094 0.505634 1.475142
H 5.507674 -2.164610 2.972014
H 6.935183 -1.274952 2.456287
H 5.853010 -1.919461 1.237270
H 2.484882 -3.666650 1.483275
H 3.888486 -2.871967 0.797368
H 3.499295 -2.934128 -3.419591
H 5.148653 -3.551293 -0.909471
H 5.699075 -3.670756 -2.578305
H 4.431103 -4.753747 -2.001326
H 4.488620 -1.040671 -1.226522
H 3.451440 -0.610838 -2.600295
H 5.115710 -1.149990 -2.869228
H -0.993278 -4.278438 -0.563901
H 0.619210 -4.585103 2.021229
H -0.944584 -5.288128 1.639519
H -0.807791 -3.537928 1.848499
H 1.826959 -5.374425 -0.081360
H 1.012478 -5.233042 -1.652394
H 0.389514 -6.331014 -0.418026
H 1.364659 -3.129353 3.744419
H 3.889338 -3.930687 5.290393
H 3.394847 -4.606406 3.730251
H 2.417985 -4.898934 5.173123
H 2.597072 -1.936240 6.268576
H 1.105004 -2.882459 6.223461
H 1.180862 -1.319717 5.393797
Cl -3.793916 2.551434 -5.529846
C -3.066177 2.358371 -3.998527
C -2.191931 1.284559 -3.790593
C -1.612312 1.136305 -2.562433
Cl -0.517351 -0.151990 -2.245692
C -1.862886 2.024885 -1.463952
O -1.344650 1.871446 -0.315661
C -2.762746 3.112984 -1.748665
Cl -3.079915 4.214534 -0.488618
C -3.345489 3.268699 -2.981684
H -1.991553 0.595396 -4.598462
H -4.018976 4.092633 -3.170898
C 0.914861 1.287920 6.874650
C -0.420497 0.971447 6.676320
C -0.932287 0.901284 5.389094
C -0.098535 1.128115 4.298785
C 1.243408 1.432342 4.494352
C 1.743554 1.519393 5.785672
As -0.872319 1.273226 2.537856
C -2.656350 0.578151 2.699405
C -3.050963 -0.745671 2.723404
C -4.405058 -1.044677 2.834601
C -5.344921 -0.021703 2.917149
C -4.953981 1.305216 2.894752
C -3.598558 1.622082 2.786622
C -3.033558 2.972454 2.763276
C -3.758568 4.159939 2.900508
C -3.094548 5.371838 2.854283
C -1.714523 5.421411 2.667700
C -0.978299 4.247359 2.539044
C -1.636709 3.037184 2.591975
H 1.309604 1.362282 7.879143
H -1.069969 0.791690 7.522458
H -1.982438 0.678025 5.241949
H 1.895251 1.605323 3.644718
H 2.781334 1.775514 5.949147
H -2.315716 -1.539532 2.662408
H -4.732621 -2.075317 2.858838
H -6.395122 -0.265890 3.001711
H -5.701147 2.083881 2.963876
H -4.829625 4.140787 3.048350
H -3.653423 6.291378 2.965347
H -1.212009 6.378806 2.632258
H 0.096639 4.291359 2.411039
Cl 2.082791 2.231866 -2.575810
C 2.954465 2.686868 -1.127909
Cl 1.941507 2.491792 0.341943
H 3.219942 3.736451 -1.172943
H 3.820924 2.048603 -1.003634

Atoms 1-2, force components in eV/Å:
0.05 0.10 0.25
-0.07 0.04 -0.03

***

The following is a quantum chemistry calculation of a molecular structure, C2H7NS2, from the Open Molecules 2025 dataset.

Values from the calculation:
E_tot (a.u.): -931.378654
Gap between HOMO and LUMO (alpha / beta) (eV): 7.9 / 7.9
Energy relative to the best compared isomer or geometry (same formula, charge and spin) (kJ/mol): 380.51
LUMO energy (alpha / beta) (Eh): -0.003 / -0.003

Positions of all 12 atoms, in Å:
C -1.772305 -0.169185 -0.533656
C -0.692700 -0.650399 0.312521
N 1.002249 1.181663 -0.123927
S 0.304757 -1.957357 -0.208206
S 2.393395 0.424425 -0.271499
H -2.649278 -0.539226 -0.097488
H -1.627806 -0.404992 -1.599601
H -1.815510 1.013872 -0.437746
H -0.831449 -0.481302 1.413259
H 0.883281 1.746257 0.750415
H 1.703698 -1.054153 -0.036811
H 3.101663 0.890399 0.832736

Atoms 1-2, force components in eV/Å:
1.12 3.64 -0.97
1.97 -0.95 0.63

***

- Among the records above, which one has the lowest E_tot?
  C38H47AsCl5IrO7P2

***

- Which of these has the lowest E_tot?
  C38H47AsCl5IrO7P2

***

- What is the formula in the first record?
  C38H47AsCl5IrO7P2

***

- Which value of E_tot does entry 1 give?
  -7326.315471 a.u.